# 1
The following is a quantum chemistry calculation of a structure of composition C38H45AlNO8PSSi, from OMol25.

Each line ends with the Mulliken charge.
Positions of all 96 atoms, in Å:
1 Al 0.47 -0.85 0.12  -0.257
2 C 2.37 1.98 -0.58  -1.267
3 C 1.11 1.75 -1.40  2.112
4 C -0.11 2.44 -0.83  -1.332
5 C 1.32 2.18 -2.84  -1.570
6 O 0.83 0.29 -1.36  0.215
7 Si 1.22 -0.93 -2.54  0.543
8 S 0.62 -2.55 -1.43  -1.094
9 O 2.79 -0.62 -2.80  0.639
10 C 3.78 -1.32 -3.57  1.553
11 C 3.94 -0.57 -4.89  -1.546
12 C 3.35 -2.76 -3.82  -1.582
13 C 5.06 -1.28 -2.75  -1.651
14 O 0.46 -0.63 -3.94  -0.334
15 C -0.90 -0.85 -4.38  1.835
16 C -1.09 -2.32 -4.68  -1.694
17 C -1.05 -0.01 -5.64  -1.847
18 C -1.88 -0.38 -3.31  -1.280
19 H 2.64 3.03 -0.61  0.707
20 H 3.18 1.38 -0.97  -0.102
21 H 2.21 1.70 0.47  0.000
22 H 0.07 3.51 -0.77  0.463
23 H -0.35 2.07 0.17  0.116
24 H -0.98 2.27 -1.47  0.250
25 H 1.47 3.26 -2.86  0.583
26 H 0.45 1.94 -3.46  0.208
27 H 2.20 1.70 -3.28  0.217
28 H 2.99 -0.55 -5.43  0.173
29 H 4.70 -1.04 -5.51  0.470
30 H 4.25 0.46 -4.70  0.300
31 H 2.41 -2.79 -4.38  0.239
32 H 3.22 -3.29 -2.88  0.362
33 H 4.11 -3.28 -4.41  0.529
34 H 5.37 -0.25 -2.58  0.316
35 H 5.87 -1.81 -3.26  0.431
36 H 4.88 -1.75 -1.78  0.318
37 H -0.36 -2.65 -5.42  0.354
38 H -2.09 -2.50 -5.09  0.472
39 H -0.97 -2.92 -3.78  0.227
40 H -0.34 -0.34 -6.40  0.360
41 H -0.87 1.04 -5.43  0.360
42 H -2.06 -0.12 -6.05  0.406
43 H -1.73 -0.93 -2.37  -0.057
44 H -2.90 -0.54 -3.64  0.789
45 H -1.75 0.69 -3.11  0.116
46 O 3.10 -1.50 0.46  -0.645
47 C 2.23 -1.00 1.15  -0.865
48 C 2.63 -0.55 2.54  0.377
49 C 3.86 -0.99 3.03  -0.601
50 C 4.31 -0.59 4.27  -0.697
51 C 3.55 0.29 5.04  -0.712
52 C 2.33 0.74 4.56  -0.426
53 C 1.85 0.32 3.32  0.302
54 P 0.26 0.91 2.66  1.830
55 C 0.21 2.63 3.28  0.041
56 C 0.91 3.59 2.55  -0.093
57 C 0.93 4.91 2.96  -0.838
58 C 0.24 5.30 4.10  -0.564
59 C -0.46 4.35 4.83  -0.755
60 C -0.47 3.02 4.43  -0.295
61 C -0.97 0.05 3.70  0.161
62 C -2.31 0.40 3.54  -0.363
63 C -3.30 -0.29 4.22  -0.739
64 C -2.96 -1.35 5.06  -0.572
65 C -1.63 -1.70 5.22  -0.726
66 C -0.64 -1.00 4.54  -0.665
67 H 4.45 -1.65 2.40  0.542
68 H 5.26 -0.95 4.64  0.407
69 H 3.91 0.61 6.00  0.434
70 H 1.75 1.43 5.15  0.487
71 H 1.44 3.30 1.65  0.288
72 H 1.48 5.64 2.38  0.453
73 H 0.25 6.33 4.42  0.378
74 H -1.00 4.64 5.73  0.429
75 H -1.02 2.29 5.01  0.391
76 H -2.58 1.20 2.86  0.405
77 H -4.34 -0.02 4.08  0.423
78 H -3.74 -1.90 5.58  0.387
79 H -1.36 -2.53 5.86  0.414
80 H 0.40 -1.29 4.67  0.310
81 O -1.45 -2.70 1.32  -0.722
82 C -1.96 -1.75 0.77  0.102
83 O -1.28 -0.71 0.34  1.514
84 C -3.44 -1.69 0.48  0.119
85 C -4.02 -0.53 -0.03  -0.090
86 C -5.38 -0.49 -0.27  -0.739
87 C -6.13 -1.63 -0.02  -0.072
88 C -5.57 -2.79 0.48  -0.608
89 C -4.21 -2.82 0.73  -0.331
90 N -7.58 -1.60 -0.29  1.008
91 O -8.06 -0.54 -0.64  -0.607
92 O -8.22 -2.59 -0.02  -0.615
93 H -3.40 0.33 -0.22  0.497
94 H -5.87 0.39 -0.66  0.517
95 H -6.20 -3.65 0.66  0.520
96 H -3.73 -3.70 1.12  0.556

Properties
gap between HOMO and LUMO = 0.2756 Eh
highest occupied orbital energy = -8.10 eV
ΔE to the lowest compared entry with this formula, charge and spin = 34.4 kJ/mol
LUMO energy = -0.60 eV


# 2
The following is a quantum chemistry calculation of a structure of composition C5H7NO, from OMol25.

Each line ends with the Mulliken charge.
Positions of all 14 atoms, in Å:
1 C 1.70 0.52 0.16  0.418
2 C -0.62 1.43 -0.65  -0.603
3 C 0.36 1.90 0.44  -0.308
4 C -0.38 0.57 0.53  -0.362
5 C 0.88 -1.67 -0.13  -0.889
6 N 0.72 -0.36 0.40  0.104
7 O 2.86 0.48 -0.06  -0.497
8 H -1.37 2.11 -0.79  0.357
9 H -0.22 0.99 -1.48  0.204
10 H 0.19 2.86 1.14  0.231
11 H -1.13 0.19 1.21  0.407
12 H 0.91 -2.39 0.76  0.262
13 H 0.13 -1.91 -0.86  0.330
14 H 1.81 -1.65 -0.57  0.346

Properties
gap between HOMO and LUMO = 0.3600 Eh
highest occupied orbital energy = -8.85 eV
ΔE to the lowest compared entry with this formula, charge and spin = 370.4 kJ/mol
LUMO energy = 0.95 eV